Here is a 3-piece molecular cluster, C50H76N5O4 overall from OMol25. Energies are from ωB97M-V/def2-TZVPD.

Cartesian coordinates (Å):
C -7.6023 1.6413 2.3514
C -6.2503 2.4490 2.0298
C -5.0052 1.4888 2.3769
C -3.8457 2.2911 3.1065
N -4.6065 0.8446 1.1076
C -4.1423 1.4864 -0.0949
C -3.9443 3.0125 -0.3853
C -2.7760 3.7096 0.4366
O -3.3448 4.8097 1.1962
C -3.8654 0.4878 -1.1413
C -3.3615 0.7538 -2.5924
C -1.7895 0.8390 -2.7438
C -1.0932 2.0160 -1.9510
N -0.5926 1.4664 -0.6554
C 0.8043 0.9546 -0.7342
C 1.0373 -0.4224 -0.0132
C 0.2480 -1.6375 -0.3234
C 0.4375 -2.9555 0.2979
C 1.4908 -3.1294 1.3181
C 2.3146 -1.9446 1.6442
C 2.1068 -0.6034 1.0139
O 2.9509 0.4454 1.3787
N -4.2074 -0.7737 -0.5265
C -4.1508 -2.0916 -1.1537
C -5.1901 -3.1310 -0.8798
C -5.1784 -4.4679 -1.4780
C -4.1108 -4.8639 -2.4175
C -3.0879 -3.8304 -2.7312
C -3.1000 -2.4761 -2.1243
C -4.6002 -0.5069 0.7752
C -5.0277 -1.4912 1.9076
C -3.8577 -1.4350 2.9910
C -4.0787 -1.2951 4.4395
C -2.8645 -1.2798 5.3039
C -1.4901 -1.4183 4.7543
C -1.2672 -1.5376 3.2984
C -2.4772 -1.5358 2.4337
H -7.7498 0.9073 1.4951
H -8.5012 2.3229 2.3052
H -7.5392 1.0444 3.2989
H -6.2649 3.3722 2.6736
H -6.3103 2.7049 0.9418
H -5.4181 0.7666 3.1387
H -3.9115 2.0490 4.2117
H -4.0875 3.3853 3.0237
H -2.8094 2.0211 2.7796
H -4.8734 3.6298 -0.1865
H -3.7824 3.0987 -1.5020
H -2.2014 3.0112 1.0966
H -2.0081 4.1939 -0.2477
H -3.3898 5.5978 0.6273
H -3.8375 1.6926 -2.9988
H -3.7178 -0.1144 -3.2258
H -1.5883 1.0358 -3.8451
H -1.2366 -0.1044 -2.4951
H -0.1771 2.3095 -2.5625
H -1.7089 2.9470 -1.8637
H -0.5385 2.2595 -0.0019
H 1.2090 0.8420 -1.7799
H 1.4944 1.6952 -0.2192
H -0.5363 -1.5413 -1.1114
H -0.2117 -3.8186 -0.0180
H 1.6272 -4.1412 1.7749
H 3.1344 -2.1130 2.4024
H 3.6179 0.0230 1.9593
H -5.9866 -2.8535 -0.1460
H -5.9799 -5.2113 -1.2180
H -4.0715 -5.8920 -2.8641
H -2.2602 -4.0936 -3.4390
H -2.2892 -1.7796 -2.4380
H -5.0984 -2.5633 1.5968
H -6.0037 -1.1602 2.3691
H -5.1066 -1.1870 4.8710
H -2.9200 -1.1615 6.4218
H -0.5817 -1.4354 5.4173
H -0.2424 -1.6115 2.8380
H -2.2724 -1.6129 1.3279
C 2.9681 8.8799 -0.4763
C 1.6588 8.1880 -0.9208
C 0.9291 7.6371 0.3139
C 1.6243 6.4214 0.9177
C 1.8333 5.3403 -0.1369
C 2.5109 5.8380 -1.4300
N 1.9467 7.1249 -1.9330
O 0.8038 6.8456 -2.5621
C 4.0317 5.9979 -1.2060
C 2.4256 4.6970 -2.4729
C 0.8258 9.3443 -1.5133
H 2.7556 9.8289 0.0210
H 3.5474 8.3058 0.2442
H 3.6073 9.1032 -1.3340
H -0.0975 7.3573 0.0477
H 0.8413 8.4165 1.0765
H 2.5802 6.7024 1.3682
H 1.0124 6.0212 1.7313
H 2.4182 4.5260 0.3024
H 0.8513 4.9123 -0.3787
H 4.5075 6.4593 -2.0750
H 4.5079 5.0254 -1.0586
H 4.2878 6.5807 -0.3242
H 1.3992 4.3662 -2.6483
H 2.9752 3.8154 -2.1336
H 2.8566 5.0040 -3.4292
H 1.3252 9.7837 -2.3804
H 0.6900 10.1366 -0.7735
H -0.1760 9.0340 -1.8158
C 5.9580 -4.8395 -0.3468
C 4.6488 -5.5293 -0.7944
C 3.9231 -6.0943 0.4395
C 4.6244 -7.3137 1.0288
C 4.8320 -8.3855 -0.0362
C 5.5019 -7.8739 -1.3255
N 4.9344 -6.5820 -1.8158
O 3.7893 -6.8548 -2.4434
C 7.0233 -7.7136 -1.1047
C 5.4090 -9.0022 -2.3771
C 3.8145 -4.3645 -1.3755
H 5.7449 -3.8949 0.1600
H 6.5399 -5.4194 0.3670
H 6.5949 -4.6074 -1.2039
H 2.8961 -6.3741 0.1755
H 3.8366 -5.3227 1.2115
H 5.5814 -7.0331 1.4778
H 4.0175 -7.7235 1.8411
H 5.4213 -9.2024 0.3904
H 3.8516 -8.8128 -0.2772
H 7.4958 -7.2430 -1.9708
H 7.5012 -8.6866 -0.9682
H 7.2814 -7.1388 -0.2180
H 4.3815 -9.3285 -2.5481
H 5.9598 -9.8848 -2.0442
H 5.8342 -8.6888 -3.3340
H 4.3137 -3.9183 -2.2398
H 3.6782 -3.5759 -0.6313
H 2.8112 -4.6688 -1.6801

Atoms 1-6, force components in eV/Å:
C 0.3 0.0 -1.4
C -1.2 -1.1 0.9
C -0.9 1.7 0.7
C -0.6 -0.2 0.7
N 1.4 -2.2 -4.0
C 0.6 -0.9 -2.5

The value obtained for the molar mass is 811.19 g/mol. Its expectation value of S² is 2.009. The value obtained for the highest occupied orbital energy (spin up / spin down) is -10.10 / -10.60 eV. As for the spin multiplicity: 3. As for the energy: -2524.9861 a.u. Its charge is +1.

Results of the Löwdin charge analysis, in e, for atoms 1 through 2:
1 C -0.10
2 C -0.16

Here is C50H76N6O4PSTi as an isolated structure from OMol25. Energies are from ωB97M-V/def2-TZVPD.

Cartesian coordinates (Å):
Ti -0.0140 -0.1812 -0.2037
C 3.4677 4.0822 2.3089
C 1.9522 4.0445 2.5352
C 1.3982 2.6638 2.3742
C 1.5637 1.5765 3.2151
C 2.1529 1.5774 4.5876
C 1.0853 1.9232 5.6319
C 0.8855 0.4766 2.6046
N 0.3442 0.8751 1.4202
C 0.5761 2.2198 1.2948
C -0.2331 3.0090 0.4684
C -1.3622 2.4622 -0.1440
C -2.6222 3.1061 -0.3258
C -2.8834 4.5574 -0.0599
C -3.0130 4.8513 1.4396
C -3.5465 2.1006 -0.5793
C -2.8253 0.8785 -0.6086
C -3.2827 -0.4726 -0.5990
C -2.3958 -1.4864 -0.7710
N -1.1257 -1.2887 -1.3234
C -0.6186 -2.2571 -2.0346
C -2.4963 -2.8369 -0.1319
C -1.7396 -2.5860 1.1684
N -0.7293 -1.6658 1.2670
C -0.3679 -1.6501 2.5981
C 0.5627 -0.7567 3.1705
C -1.1464 -2.5797 3.3280
C -2.0511 -3.1353 2.4185
C -3.1678 -4.0764 2.7553
C -4.3853 -3.3201 3.2924
C -1.0800 -2.7990 4.8064
C -1.6485 -1.6073 5.5806
C -1.2831 -3.5301 -2.1463
C -1.9804 -3.9270 -1.0453
C -2.2691 -5.3511 -0.6557
C -1.1568 -5.9190 0.2393
C -1.0582 -4.3902 -3.3685
C -0.0418 -5.5322 -3.2711
N -1.5037 1.1190 -0.3621
C -5.0199 2.2660 -0.7960
C -5.3506 2.4413 -2.2818
H 3.8406 5.1065 2.3721
H 3.7152 3.6750 1.3326
H 3.9812 3.4840 3.0590
H 1.4748 4.7137 1.8152
H 1.7399 4.4245 3.5399
H 2.9609 2.3090 4.6458
H 2.5714 0.5929 4.8090
H 0.6665 2.9074 5.4357
H 1.5060 1.9144 6.6365
H 0.2745 1.2010 5.5901
H -0.1237 4.0838 0.4955
H -3.8065 4.8633 -0.5591
H -2.0637 5.1575 -0.4645
H -3.8396 4.2878 1.8670
H -3.1957 5.9125 1.6083
H -2.1021 4.5662 1.9601
H -4.2999 -0.6827 -0.2918
H -3.5334 -3.0724 0.1329
H 0.9150 -0.9723 4.1691
H -2.8392 -4.7925 3.5158
H -3.4600 -4.6474 1.8725
H -4.1454 -2.8226 4.2281
H -5.2139 -4.0042 3.4712
H -4.7019 -2.5614 2.5822
H -0.0407 -2.9528 5.1165
H -1.6403 -3.6988 5.0737
H -1.1493 -0.6938 5.2719
H -1.5157 -1.7402 6.6537
H -2.7090 -1.4845 5.3740
H -3.2188 -5.3905 -0.1138
H -2.3755 -5.9823 -1.5427
H -0.9582 -5.2350 1.0626
H -0.2350 -6.0352 -0.3292
H -1.4365 -6.8904 0.6485
H -0.7456 -3.7283 -4.1793
H -2.0266 -4.8255 -3.6415
H 0.9665 -5.1560 -3.1351
H -0.0623 -6.1119 -4.1925
H -0.2688 -6.2040 -2.4498
H -5.3770 3.1411 -0.2451
H -5.5537 1.3892 -0.4228
H -4.8256 3.3040 -2.6881
H -6.4223 2.5797 -2.4287
H -5.0348 1.5604 -2.8369
C 2.6036 -3.7543 -0.6565
C 2.3867 -3.1229 -2.0367
N 2.5281 -1.6951 -1.9547
C 3.8478 -1.1441 -2.0646
C 4.5948 -1.1016 -0.7239
S 3.5533 -0.5403 0.6827
C 3.6158 -1.9975 1.7888
C 2.4363 -2.9778 1.6423
N 1.8807 -2.9645 0.3152
H 2.2945 -4.8171 -0.6642
H 3.6652 -3.7345 -0.3999
H 3.0676 -3.5924 -2.7750
H 1.3471 -3.2902 -2.3256
H 1.8879 -1.2317 -2.5901
H 4.4849 -1.7066 -2.7834
H 3.7391 -0.1260 -2.4396
H 4.9844 -2.0798 -0.4546
H 5.4333 -0.4050 -0.7930
H 4.5770 -2.4819 1.6225
H 3.6048 -1.5723 2.7915
H 2.7876 -3.9858 1.9476
H 1.6524 -2.6612 2.3291
H 0.8891 -3.1860 0.3091
C 0.2586 2.7796 -4.9558
C -0.6412 2.6809 -3.7242
C -1.7283 1.6289 -3.9347
C -1.2719 4.0483 -3.4377
O 0.1113 2.3526 -2.5597
P 1.2431 1.1987 -2.5364
O 1.0386 0.1572 -3.5628
O 1.3514 0.7780 -1.0841
O 2.6150 1.9682 -2.9587
C 3.3016 3.0239 -2.2933
C 3.7915 3.9736 -3.3969
C 2.4073 3.7677 -1.3130
C 4.5032 2.4435 -1.5401
H -0.3274 3.0619 -5.8289
H 0.7399 1.8224 -5.1274
H 1.0293 3.5294 -4.7896
H -2.3275 1.8779 -4.8081
H -2.3682 1.5850 -3.0566
H -1.2626 0.6558 -4.0682
H -1.8635 4.3674 -4.2934
H -0.4942 4.7867 -3.2492
H -1.9065 3.9748 -2.5597
H 2.9459 4.3242 -3.9831
H 4.4738 3.4523 -4.0645
H 4.3009 4.8327 -2.9652
H 1.5244 4.1454 -1.8151
H 2.9494 4.5980 -0.8652
H 2.0843 3.0784 -0.5385
H 5.1283 1.8681 -2.2196
H 4.1492 1.7913 -0.7453
H 5.1002 3.2450 -1.1078

Atoms 1-6, force components in eV/Å:
Ti 1.4 -1.2 1.1
C -0.1 0.1 0.1
C 0.1 -0.1 0.1
C 0.5 -0.4 0.7
C 0.3 0.9 -0.3
C -0.2 0.0 0.0

The value obtained for the relative energy (zero: lowest compared OMol25 entry of this formula, charge and spin) is 0.0 kcal per mole. The value obtained for the molar mass is 936.10 g/mol. Its expectation value of S² is 2.141. The value obtained for the highest occupied orbital energy (spin up / spin down) is -3.23 / -3.89 eV. As for the spin multiplicity: 3. As for the energy: -4169.5751 a.u. Its charge is -1.

Results of the Löwdin charge analysis, in e, for atoms 1 through 2:
1 Ti 1.00
2 C -0.08

Here is a 14-piece molecular cluster, C50H80N8O18 overall from OMol25. Energies are from ωB97M-V/def2-TZVPD.

Cartesian coordinates (Å):
C -10.4021 -23.3859 -1.3467
C -11.9099 -23.4362 -1.7664
C -12.7667 -23.4315 -0.5203
C -12.6580 -24.6680 0.1643
N -12.5213 -25.6795 0.6880
H -9.6954 -23.7460 -2.0903
H -10.2069 -24.1075 -0.5465
H -10.1926 -22.3831 -0.8733
H -12.1951 -24.3043 -2.4005
H -12.0737 -22.4957 -2.2799
H -13.7692 -23.1414 -0.8221
H -12.4207 -22.6286 0.1460
C -5.6217 -31.4380 -2.2452
C -7.1287 -31.1591 -1.9640
C -7.3289 -31.2686 -0.3945
C -7.4006 -32.5694 0.1143
N -7.3801 -33.6464 0.5218
H -5.5024 -32.4801 -1.7960
H -5.0561 -30.6839 -1.7843
H -5.3795 -31.5304 -3.3764
H -7.7834 -31.8622 -2.5275
H -7.4316 -30.1504 -2.2011
H -8.2382 -30.7771 -0.0184
H -6.5081 -30.7782 0.1137
C -3.3940 -27.1204 -4.9694
C -4.8026 -27.3831 -5.4469
C -5.4133 -28.6765 -4.9007
C -6.8519 -28.7461 -5.2226
N -7.9968 -28.7875 -5.2631
H -2.6221 -27.7122 -5.5049
H -3.1529 -27.2817 -3.9129
H -3.1651 -26.0760 -5.0478
H -4.6993 -27.4727 -6.5444
H -5.4661 -26.5702 -5.1986
H -5.3334 -28.7403 -3.8287
H -4.9263 -29.5206 -5.3359
C -4.1320 -30.7275 2.8239
C -4.0855 -29.1975 2.6735
C -2.8752 -28.7240 1.7782
C -2.8616 -27.2952 1.6583
N -2.9164 -26.1401 1.5368
H -5.1135 -31.0090 3.1199
H -3.3785 -31.1990 3.4668
H -3.8796 -31.2198 1.8139
H -4.0394 -28.7480 3.6999
H -5.0649 -28.9414 2.2161
H -2.9048 -29.1134 0.7807
H -1.9319 -29.1047 2.2422
C -8.3180 -26.2888 2.1000
C -7.2708 -25.9218 3.1028
C -7.3119 -26.8315 4.3762
C -7.2946 -28.2895 4.2054
N -7.3475 -29.4126 4.0388
H -9.3345 -26.0071 2.4119
H -8.4266 -27.3335 1.9308
H -8.0717 -25.7717 1.1532
H -7.2934 -24.9142 3.5670
H -6.2110 -26.1447 2.6620
H -8.2483 -26.6263 4.9071
H -6.6197 -26.5287 5.1138
C 0.4285 -25.0395 -4.0906
C 1.1526 -25.4534 -5.2918
C 2.0359 -24.2972 -5.8891
C 1.1925 -23.1466 -6.2890
N 0.4426 -22.3750 -6.6737
H -0.1871 -25.8465 -3.6819
H -0.2408 -24.2433 -4.3037
H 1.1162 -24.7388 -3.2661
H 0.4399 -25.7020 -6.0812
H 1.8127 -26.3022 -5.0612
H 2.6057 -24.6405 -6.7839
H 2.7949 -23.8852 -5.2021
C -3.5118 -24.6473 -2.3932
C -4.9804 -24.9687 -2.3840
C -5.4329 -25.8893 -1.2931
C -4.8088 -27.1811 -1.3605
N -4.4743 -28.2815 -1.3309
H -2.8952 -25.5808 -2.3177
H -3.3543 -24.1624 -1.4861
H -3.1712 -24.0440 -3.2387
H -5.2149 -25.4820 -3.3610
H -5.6637 -24.1447 -2.3634
H -6.5239 -25.9779 -1.4058
H -5.1927 -25.4968 -0.3282
C 1.2028 -26.9939 0.4776
C 0.5323 -25.7026 1.0235
C 0.8029 -25.6113 2.5666
C 0.3931 -26.8182 3.2160
N 0.0934 -27.7712 3.8032
H 1.1788 -27.0700 -0.5692
H 0.6411 -27.8803 0.8834
H 2.2598 -27.1341 0.8531
H -0.5538 -25.6531 0.8274
H 1.0243 -24.8519 0.5815
H 0.3375 -24.7579 3.0858
H 1.8895 -25.4602 2.7351
C -1.5556 -30.0080 -2.4045
C -1.7584 -30.8760 -3.6715
O -1.2083 -29.9959 -4.6711
C -0.5933 -28.8923 -4.1788
O -0.1209 -27.9993 -4.8258
O -0.5935 -28.9447 -2.7997
H -0.9725 -30.5458 -1.6692
H -2.4842 -29.5600 -2.0325
H -2.8225 -31.1188 -3.7701
H -1.0580 -31.7702 -3.6941
C -5.0065 -22.0344 -5.1629
C -5.1466 -22.6032 -6.5541
O -5.1794 -21.3988 -7.3481
C -5.4164 -20.3311 -6.6175
O -5.6846 -19.2349 -6.9844
O -5.5193 -20.7059 -5.3231
H -4.0430 -22.0065 -4.6755
H -5.6608 -22.4749 -4.4792
H -6.0777 -23.1380 -6.6023
H -4.3447 -23.2309 -6.9089
C -3.2123 -22.4748 0.7579
C -3.9511 -22.6409 2.1176
O -5.2690 -23.1910 1.7699
C -5.4517 -22.9704 0.4591
O -6.4472 -23.1218 -0.1060
O -4.3752 -22.3895 -0.1283
H -2.6306 -23.3694 0.5461
H -2.6405 -21.5133 0.7741
H -4.1675 -21.7754 2.6458
H -3.5053 -23.4537 2.6469
C -12.4025 -29.0474 -1.3976
C -12.3804 -29.8841 -0.1264
O -11.1285 -29.5809 0.4383
C -10.3968 -28.9142 -0.4481
O -9.2459 -28.6377 -0.3901
O -11.0608 -28.5405 -1.5113
H -12.9919 -28.1406 -1.2974
H -12.6957 -29.6312 -2.2932
H -12.4717 -30.9538 -0.3041
H -13.2270 -29.5571 0.4635
C -8.5909 -20.6499 -4.1754
C -9.3653 -21.5443 -5.1639
O -10.7213 -21.4902 -4.6173
C -10.7910 -20.3883 -3.8523
O -11.7897 -19.9262 -3.3991
O -9.5962 -19.9192 -3.4930
H -7.9013 -19.9938 -4.6975
H -8.2265 -21.2390 -3.3716
H -8.9649 -22.5500 -5.1974
H -9.4790 -21.1745 -6.2009
C -10.3870 -26.3946 -4.4573
C -9.5359 -26.3734 -3.1724
O -8.3969 -25.6176 -3.5635
C -8.5350 -25.1555 -4.7486
O -7.6861 -24.4762 -5.2381
O -9.7698 -25.5311 -5.2850
H -11.3825 -26.0705 -4.2595
H -10.3086 -27.3502 -4.9621
H -9.2643 -27.3577 -2.7858
H -9.9266 -25.8884 -2.3074

Atoms 1-6, force components in eV/Å:
C -0.7 -0.3 0.9
C 1.6 0.1 -0.2
C 0.0 1.8 -0.5
C -0.3 -1.1 0.7
N 0.0 -0.3 0.0
H 0.0 0.9 -0.4

The value obtained for the molar mass is 1081.23 g/mol. The value obtained for the highest occupied orbital energy is -10.79 eV. As for the spin multiplicity: 1. As for the energy: -3745.4985 a.u. Its charge is 0.

Results of the Löwdin charge analysis, in e, for atoms 1 through 2:
1 C -0.08
2 C -0.22

Question: Look up the energy of the third one.
Answer: -3745.4985 a.u.